# 1
Below is a single C4H10N2O2 molecule at a distorted geometry, with properties calculated with the ωB97M-V functional and the def2-TZVPD basis.

Last column: Löwdin charge in e.
Cartesian coordinates (Å):
C (-0.252, 0.067, 1.071)  0.032
C (0.927, 0.867, -1.793)  -0.057
C (-1.086, 0.969, 1.878)  -0.041
N (0.800, -0.034, -0.655)  -0.162
C (-0.747, -0.381, -0.252)  -0.690
N (1.585, -1.198, -0.749)  0.064
O (-1.077, -1.827, 0.228)  -0.055
O (-1.578, 0.129, -1.010)  -0.015
H (-2.033, -1.789, 0.377)  0.078
H (0.488, -0.537, 1.590)  0.121
H (1.422, -1.949, -0.085)  0.088
H (2.592, -1.070, -0.665)  0.088
H (0.287, 1.732, -1.643)  0.090
H (0.595, 0.384, -2.718)  0.095
H (1.977, 1.129, -1.925)  0.080
H (-1.598, 0.380, 2.650)  0.108
H (-1.844, 1.458, 1.268)  0.090
H (-0.458, 1.671, 2.433)  0.088

ΔE to the lowest compared entry with this formula, charge and spin in kcal per mole: 150.45
Orbital gap (spin up / spin down) in hartree: 0.2999 / 0.3001



# 2
Below is a single C5H10O2 molecule at a distorted geometry, with properties calculated with the ωB97M-V functional and the def2-TZVPD basis.

Last column: Löwdin charge in e.
Cartesian coordinates (Å):
C (1.690, 0.642, -0.618)  -0.045
C (1.312, -0.574, 0.195)  -0.423
C (0.624, -0.481, 1.519)  -0.135
O (-0.537, 0.357, 1.207)  -0.041
C (-1.195, -0.145, 0.221)  -0.232
C (-2.174, 0.617, -0.569)  -0.005
O (0.262, -1.362, -0.499)  -0.105
H (1.854, 0.400, -1.673)  0.081
H (2.620, 1.085, -0.241)  0.086
H (0.920, 1.413, -0.556)  0.072
H (2.162, -1.256, 0.257)  0.134
H (1.127, -0.005, 2.350)  0.066
H (0.170, -1.975, 0.348)  0.137
H (-1.581, -1.141, 0.319)  0.121
H (-1.677, 1.341, -1.200)  0.083
H (-2.754, -0.093, -1.174)  0.098
H (-2.824, 1.177, 0.114)  0.109

ΔE to the lowest compared entry with this formula, charge and spin in kcal per mole: 138.58
Orbital gap in hartree: 0.2723



# 3
Below is 10 unconnected molecules or ions with the total composition C31H86F3N7O16S at a distorted geometry, with properties calculated with the ωB97M-V functional and the def2-TZVPD basis.

Last column: Löwdin charge in e.
Cartesian coordinates (Å):
C (1.373, 0.698, 5.822)  -0.024
C (0.014, 0.916, 5.131)  -0.241
C (-0.467, 2.365, 5.150)  -0.160
O (-1.609, 2.645, 4.302)  -0.211
C (-2.193, 3.962, 4.462)  -0.051
N (0.165, 0.516, 3.643)  0.224
H (0.810, 1.023, 3.054)  0.092
H (0.592, -0.394, 3.546)  0.142
H (-0.647, 0.603, 3.048)  0.084
H (1.362, 1.003, 6.868)  0.106
H (2.206, 1.331, 5.516)  0.085
H (1.630, -0.361, 5.866)  0.090
H (-0.776, 0.260, 5.496)  0.151
H (0.371, 3.047, 5.012)  0.138
H (-0.835, 2.539, 6.161)  0.143
H (-2.343, 4.311, 5.483)  0.104
H (-3.109, 4.026, 3.874)  0.067
H (-1.456, 4.664, 4.073)  0.094
C (-1.372, -3.989, 3.947)  -0.010
C (-2.726, -3.742, 3.181)  -0.218
C (-3.702, -2.630, 3.738)  -0.161
O (-2.953, -1.445, 3.905)  -0.194
C (-3.819, -0.357, 4.198)  -0.078
N (-2.455, -3.474, 1.693)  0.215
H (-3.332, -3.117, 1.343)  0.145
H (-1.959, -2.632, 1.436)  0.071
H (-2.085, -4.279, 1.207)  0.157
H (-0.812, -4.782, 3.450)  0.078
H (-1.508, -4.220, 5.003)  0.104
H (-0.676, -3.151, 3.919)  0.063
H (-3.252, -4.696, 3.140)  0.152
H (-4.073, -2.946, 4.713)  0.147
H (-4.592, -2.442, 3.137)  0.129
H (-3.279, 0.586, 4.290)  0.076
H (-4.410, -0.389, 5.113)  0.112
H (-4.483, -0.212, 3.346)  0.084
C (1.070, -3.043, -0.208)  -0.034
C (2.356, -3.516, -0.877)  -0.251
C (3.268, -4.317, 0.055)  -0.146
O (2.491, -5.352, 0.646)  -0.195
C (3.153, -6.264, 1.427)  -0.103
N (1.829, -4.398, -2.025)  0.237
H (1.277, -5.150, -1.637)  0.164
H (1.334, -3.975, -2.797)  0.158
H (2.629, -4.753, -2.529)  0.171
H (0.256, -2.629, -0.802)  0.063
H (1.468, -2.338, 0.522)  0.087
H (0.656, -3.836, 0.415)  0.082
H (2.971, -2.824, -1.452)  0.161
H (3.746, -3.708, 0.823)  0.138
H (4.022, -4.788, -0.576)  0.143
H (2.654, -7.226, 1.550)  0.107
H (3.321, -5.960, 2.460)  0.100
H (4.113, -6.538, 0.990)  0.105
C (-4.457, 2.293, 1.758)  -0.043
C (-4.223, 3.482, 0.839)  -0.256
C (-2.946, 4.175, 1.098)  -0.208
O (-2.665, 5.178, 0.146)  -0.153
C (-1.345, 5.644, 0.202)  -0.064
N (-4.303, 2.919, -0.607)  0.252
H (-4.239, 3.545, -1.397)  0.150
H (-3.651, 2.162, -0.758)  0.077
H (-5.228, 2.532, -0.725)  0.157
H (-5.462, 1.928, 1.546)  0.093
H (-4.637, 2.562, 2.799)  0.095
H (-3.681, 1.536, 1.640)  0.051
H (-5.115, 4.107, 0.885)  0.168
H (-2.112, 3.485, 1.231)  0.115
H (-3.089, 4.700, 2.042)  0.120
H (-0.618, 4.833, 0.183)  0.070
H (-1.325, 6.142, 1.172)  0.099
H (-1.154, 6.258, -0.677)  0.116
C (2.293, -0.142, -4.055)  -0.045
C (2.381, 0.238, -5.495)  -0.247
C (3.558, 1.233, -5.884)  -0.166
O (3.555, 1.471, -7.244)  -0.174
C (3.752, 2.810, -7.567)  -0.086
N (2.469, -0.968, -6.448)  0.237
H (1.817, -1.687, -6.169)  0.146
H (2.384, -0.758, -7.433)  0.172
H (3.363, -1.418, -6.311)  0.166
H (1.579, -0.922, -3.794)  0.048
H (2.166, 0.717, -3.396)  0.083
H (3.249, -0.535, -3.708)  0.095
H (1.403, 0.582, -5.832)  0.143
H (4.571, 1.009, -5.550)  0.152
H (3.321, 2.162, -5.366)  0.137
H (3.904, 3.081, -8.612)  0.107
H (4.507, 3.354, -6.999)  0.106
H (2.814, 3.326, -7.362)  0.101
C (-3.047, -4.015, -2.299)  -0.029
C (-2.912, -2.514, -2.435)  -0.262
C (-2.119, -1.986, -3.632)  -0.172
O (-2.215, -0.574, -4.025)  -0.165
C (-1.386, -0.328, -5.196)  -0.038
N (-4.362, -1.885, -2.315)  0.263
H (-4.232, -0.910, -2.085)  0.140
H (-4.796, -1.855, -3.227)  0.172
H (-5.048, -2.296, -1.699)  0.168
H (-3.399, -4.344, -1.321)  0.077
H (-2.113, -4.570, -2.382)  0.084
H (-3.658, -4.500, -3.060)  0.110
H (-2.531, -1.988, -1.559)  0.097
H (-2.364, -2.588, -4.506)  0.136
H (-1.070, -2.244, -3.485)  0.102
H (-1.212, 0.712, -5.471)  0.102
H (-1.740, -0.904, -6.051)  0.099
H (-0.491, -0.908, -4.972)  0.045
C (5.276, 0.692, 3.782)  -0.016
C (3.975, 0.601, 3.009)  -0.255
C (3.490, 1.913, 2.374)  -0.170
O (2.125, 1.850, 2.066)  -0.256
C (1.622, 3.053, 1.522)  -0.055
N (4.018, -0.478, 1.902)  0.254
H (3.832, -0.097, 0.985)  0.095
H (4.958, -0.844, 1.862)  0.162
H (3.434, -1.267, 2.141)  0.140
H (5.200, 1.312, 4.675)  0.102
H (6.165, 1.076, 3.282)  0.114
H (5.543, -0.242, 4.277)  0.095
H (3.108, 0.315, 3.604)  0.110
H (3.962, 2.273, 1.459)  0.143
H (3.675, 2.742, 3.058)  0.147
H (2.189, 3.325, 0.632)  0.116
H (1.731, 3.789, 2.318)  0.104
H (0.533, 3.077, 1.478)  0.076
C (-0.074, 0.524, -1.013)  -0.622
F (-0.285, 1.672, -1.623)  0.182
F (-0.055, -0.459, -1.894)  0.131
F (1.040, 0.695, -0.271)  0.121
S (-1.552, 0.190, 0.168)  0.559
O (-1.344, 1.024, 1.361)  -0.319
O (-2.702, 0.624, -0.635)  -0.310
O (-1.551, -1.214, 0.490)  -0.350
O (3.368, 2.461, -2.173)  0.091
C (4.329, 1.782, -1.552)  -0.915
O (4.056, 0.824, -0.831)  -0.086
O (5.505, 2.139, -1.708)  0.015
H (2.659, 1.965, -1.759)  0.052
O (-0.803, 2.917, -4.462)  0.039
C (-1.950, 3.601, -4.260)  -0.932
O (-2.663, 3.213, -3.345)  -0.062
O (-2.216, 4.572, -4.945)  0.031
H (-0.954, 2.419, -3.655)  0.034

ΔE to the lowest compared entry with this formula, charge and spin in kcal per mole: 250.55
Orbital gap in hartree: 0.1240
Charge: +4



# 4
Below is a single C5H10O molecule, with properties calculated with the ωB97M-V functional and the def2-TZVPD basis.

Last column: Löwdin charge in e.
Cartesian coordinates (Å):
C (-1.554, -0.489, 0.461)  -0.075
C (-0.840, 0.439, -0.498)  -0.303
C (0.010, 1.576, -0.010)  -0.088
C (0.652, 0.405, -0.709)  -0.240
C (1.552, -0.531, 0.073)  -0.244
O (1.311, -1.904, -0.173)  -0.060
H (-1.780, -1.450, -0.017)  0.078
H (-0.963, -0.681, 1.364)  0.080
H (-2.506, -0.056, 0.786)  0.078
H (-1.412, 0.647, -1.401)  0.132
H (-0.045, 2.535, -0.515)  0.099
H (0.169, 1.648, 1.065)  0.106
H (0.969, 0.571, -1.736)  0.136
H (2.592, -0.361, -0.222)  0.121
H (1.488, -0.308, 1.150)  0.118
H (0.433, -2.103, 0.173)  0.063

ΔE to the lowest compared entry with this formula, charge and spin in kcal per mole: 26.00
Orbital gap in hartree: 0.4131



# 5
Below is a molecular structure, C38H29BrN5O4Ti, with properties calculated with the ωB97M-V functional and the def2-TZVPD basis.

Last column: Löwdin charge in e.
Cartesian coordinates (Å):
Ti (-0.181, -0.388, 0.006)  0.811
C (-5.004, -0.359, 4.066)  -0.061
C (-4.297, -0.393, 2.738)  -0.279
C (-4.207, -1.569, 2.000)  -0.047
C (-3.493, -1.616, 0.815)  -0.003
C (-2.852, -0.485, 0.307)  -0.281
N (-2.055, -0.538, -0.845)  -0.079
C (-2.514, 0.057, -1.972)  -0.243
C (-3.884, 0.357, -2.154)  -0.012
C (-4.383, 0.977, -3.278)  -0.064
C (-3.543, 1.369, -4.317)  -0.303
C (-4.072, 2.048, -5.550)  -0.072
C (-2.193, 1.098, -4.162)  -0.005
C (-1.672, 0.445, -3.048)  -0.110
N (-0.260, 0.220, -3.070)  -0.049
C (0.518, 0.181, -4.179)  -0.074
C (1.819, -0.011, -3.780)  -0.061
C (1.760, -0.102, -2.393)  -0.132
N (0.498, 0.017, -1.960)  -0.030
C (-2.957, 0.697, 1.054)  -0.121
C (-3.652, 0.737, 2.252)  0.024
N (-2.299, 1.888, 0.614)  -0.041
C (-2.642, 3.163, 0.896)  -0.062
C (-1.663, 3.977, 0.390)  -0.053
C (-0.736, 3.087, -0.184)  -0.117
N (-1.125, 1.831, -0.053)  0.038
H (-5.899, -0.983, 4.050)  0.071
H (-5.301, 0.655, 4.331)  0.070
H (-4.356, -0.731, 4.862)  0.081
H (-4.690, -2.468, 2.369)  0.107
H (-3.394, -2.535, 0.250)  0.119
H (-4.561, 0.073, -1.357)  0.109
H (-5.448, 1.175, -3.344)  0.105
H (-4.914, 2.700, -5.311)  0.069
H (-4.422, 1.328, -6.295)  0.072
H (-3.302, 2.660, -6.024)  0.068
H (-1.513, 1.448, -4.928)  0.100
H (0.100, 0.249, -5.165)  0.112
H (2.684, -0.106, -4.412)  0.092
H (2.544, -0.305, -1.683)  0.112
H (-3.634, 1.643, 2.844)  0.117
H (-3.560, 3.390, 1.409)  0.118
H (-1.623, 5.050, 0.429)  0.087
H (0.190, 3.300, -0.694)  0.112
Br (-0.406, -3.407, -2.291)  0.765
C (1.344, -3.656, -1.593)  -0.616
C (2.206, -4.358, -2.388)  -0.166
C (3.452, -4.773, -1.873)  -0.108
C (3.736, -4.550, -0.560)  -0.064
C (2.831, -3.846, 0.275)  -0.187
C (3.092, -3.742, 1.664)  -0.072
C (2.196, -3.105, 2.466)  -0.099
C (1.090, -2.430, 1.899)  -0.167
C (0.798, -2.400, 0.545)  -0.161
C (1.640, -3.266, -0.250)  -0.241
H (1.910, -4.627, -3.393)  0.083
H (4.142, -5.316, -2.507)  0.092
H (4.653, -4.932, -0.124)  0.101
H (3.988, -4.203, 2.066)  0.098
H (2.362, -3.060, 3.537)  0.096
H (0.492, -1.827, 2.575)  0.081
O (0.294, 1.938, 3.448)  0.026
C (0.880, 1.278, 2.594)  -0.597
O (0.346, 0.446, 1.789)  -0.170
C (2.392, 1.389, 2.483)  -0.112
C (3.129, 0.473, 1.746)  -0.012
C (4.523, 0.566, 1.642)  0.020
C (5.119, 1.609, 2.304)  -0.220
O (6.457, 1.935, 2.349)  0.016
C (6.553, 3.030, 3.255)  -0.157
O (5.241, 3.463, 3.584)  0.017
C (4.389, 2.519, 3.044)  -0.204
C (3.028, 2.439, 3.162)  0.070
H (2.610, -0.349, 1.269)  0.090
H (5.100, -0.154, 1.079)  0.116
H (7.094, 3.847, 2.772)  0.130
H (7.070, 2.702, 4.165)  0.131
H (2.440, 3.136, 3.742)  0.127

ΔE to the lowest compared entry with this formula, charge and spin in kcal per mole: 11.43
Orbital gap (spin up / spin down) in hartree: 0.1901 / 0.2601
Charge: -1
2S+1: 3



Q: ΔE to the lowest compared entry with this formula, charge and spin of number 2 (C5H10O2)?
A: 138.58 kcal per mole